1.
9
Properties=species:S:1:pos:R:3:forces:R:3:mulliken_charge:R:1 method="wB97M-V/def2-TZVPD" gap_ev="6.079 / 6.059" total_charge=0 lumo_ev="-3.1340 / -3.1317" homo_energy_ha="-0.3386 / -0.3377"
C -0.248 -0.231 0.660 -1.4 -0.8 2.6 -0.735
O -0.112 1.337 -2.312 -1.5 -1.3 1.9 -0.676
P -1.767 -0.068 -0.270 -1.1 -0.5 -0.6 0.598
S -2.984 -1.580 -0.486 1.4 1.3 -0.3 -0.237
Cl -2.842 1.506 0.546 1.1 -0.5 -0.6 -0.150
H 0.227 0.630 0.355 1.6 2.0 -0.6 0.300
H -0.607 -0.030 1.761 0.9 -0.8 -1.8 0.305
H 0.394 -1.121 0.489 -0.9 0.5 0.1 0.328
H -0.993 1.115 -2.640 0.0 0.2 -0.7 0.267

=====

2.
13
Properties=species:S:1:pos:R:3:forces:R:3:mulliken_charge:R:1 method="wB97M-V/def2-TZVPD" gap_ev=10.463 total_charge=0 lumo_ev=-0.0791 smiles="NS(=O)(=O)[SiH2]C(F)(F)F" homo_energy_ha=-0.3874
C -2.348 0.095 -0.166 0.1 0.5 1.0 0.517
N 0.768 -1.498 0.153 -1.0 -2.5 0.2 -0.488
O 2.120 0.575 0.394 0.6 0.1 1.0 -0.646
O 1.103 -0.031 -1.729 -0.8 -0.3 0.3 -0.604
F -3.078 0.557 -1.174 -0.1 0.3 -0.4 -0.230
F -2.021 -1.194 -0.500 0.2 0.8 0.2 -0.245
F -3.252 -0.051 0.893 1.4 0.4 -0.8 -0.257
Si -0.612 1.432 0.207 -1.5 -2.4 -1.0 0.388
S 1.007 -0.006 -0.289 0.9 2.6 -0.6 1.044
H 0.146 -1.856 -0.569 0.1 -0.6 0.2 0.297
H 0.527 -1.886 1.078 0.5 1.0 -0.5 0.288
H -0.257 2.345 -0.907 -0.6 0.2 0.4 -0.006
H -0.824 1.872 1.589 0.2 0.1 0.0 -0.058

=====

3.
9
Properties=species:S:1:pos:R:3:forces:R:3:mulliken_charge:R:1 method="wB97M-V/def2-TZVPD" gap_ev="6.448 / 6.447" total_charge=-1 lumo_ev="4.5069 / 4.5070" homo_energy_ha="-0.0713 / -0.0713"
C -0.611 -0.348 0.006 -0.5 0.5 1.1 -0.518
N 0.677 -0.101 -0.428 1.2 3.3 -0.5 -0.480
N -1.591 0.480 -0.428 -1.1 -0.3 0.9 0.045
O -2.899 0.172 -0.184 0.1 -0.2 -0.2 -0.738
F -0.859 -1.640 -0.239 -0.5 -0.5 0.0 -0.149
H -0.369 -0.646 1.883 -0.3 0.5 -1.4 0.172
H 1.204 -0.917 -0.316 1.1 -0.9 0.5 0.292
H 1.151 0.779 -0.072 -1.0 -1.9 -0.3 0.246
H -1.525 1.490 -0.307 1.1 -0.4 0.0 0.130

=====

4.
9
Properties=species:S:1:pos:R:3:forces:R:3:mulliken_charge:R:1 method="wB97M-V/def2-TZVPD" gap_ev=7.320 total_charge=-1 lumo_ev=4.7562 homo_energy_ha=-0.0942
C -0.543 -0.200 0.544 3.4 0.9 -2.1 0.148
N 0.749 0.329 0.112 -1.7 1.7 3.7 -0.693
N -1.532 0.004 -0.236 -1.2 -0.1 3.3 0.102
O -2.810 -0.114 0.106 -0.7 -0.2 -0.1 -0.785
F 0.223 -1.937 -0.092 0.0 -1.3 0.1 -0.786
H -0.535 -0.484 1.566 -0.9 0.0 0.5 0.298
H 1.002 0.043 -0.768 0.5 -1.2 -2.2 0.262
H 1.419 -0.020 0.785 0.1 -0.2 -0.5 0.261
H -1.314 0.028 -1.171 0.5 0.4 -2.7 0.194

=====

Number 1: electronic energy -1315.36177 hartree. Number 2: electronic energy -1232.96059 hartree. Number 3: electronic energy -324.97041 hartree. Number 4: electronic energy -325.04756 hartree.